[1]
This record from OMol25 describes C32H36Br3CrN2O3P as an isolated structure. The level of theory is ωB97M-V/def2-TZVPD.

E   -290731.375 eV
Spin multiplicity   5
Relative energy (zero: lowest compared OMol25 entry of this formula, charge and spin)   0.698 eV
⟨S²⟩   6.04

Last column: Mulliken charge in e.
CARTESIAN COORDINATES (ANGSTROEM)
1 Cr 0.448 -0.201 -1.689  0.2719
2 Br -4.109 5.620 -0.618  -0.1972
3 C -2.726 4.349 -0.829  -0.2593
4 C -1.413 4.783 -1.058  -0.4836
5 C -0.398 3.874 -1.212  -0.4226
6 C -0.647 2.487 -1.168  0.7016
7 O 0.355 1.665 -1.305  0.0007
8 C -1.973 2.064 -0.929  -0.2053
9 C -2.305 0.684 -0.766  0.1095
10 N -1.529 -0.310 -1.030  0.8426
11 C -1.940 -1.632 -0.721  0.2879
12 C -3.226 -2.069 -0.569  -0.4746
13 C -3.483 -3.408 -0.207  -1.0122
14 C -2.463 -4.291 -0.006  -0.8663
15 C -1.125 -3.878 -0.201  1.5429
16 C -0.009 -4.727 -0.042  -1.1129
17 C 1.244 -4.250 -0.290  -0.8131
18 C 1.401 -2.922 -0.723  -1.0423
19 N 0.385 -2.101 -0.849  1.5493
20 C -0.875 -2.553 -0.586  -0.4163
21 C -2.999 3.013 -0.748  -0.8537
22 H -1.204 5.845 -1.108  0.4468
23 H 0.623 4.194 -1.378  0.5366
24 H -3.291 0.481 -0.351  0.3456
25 H -4.063 -1.404 -0.739  0.5429
26 H -4.510 -3.729 -0.092  0.4155
27 H -2.661 -5.317 0.279  0.4346
28 H -0.164 -5.753 0.270  0.4439
29 H 2.121 -4.874 -0.185  0.5060
30 H 2.368 -2.514 -0.986  0.4532
31 H -4.008 2.672 -0.551  0.5054
32 Br 2.909 -0.115 -1.936  -0.6225
33 C 0.782 1.947 -4.543  -0.7783
34 Br -1.072 2.050 -4.661  -0.1140
35 H 1.269 1.145 -5.067  0.4430
36 H 1.293 2.762 -4.061  0.4246
37 C 3.853 -0.635 4.076  -1.9381
38 C 3.536 -0.559 2.583  2.0051
39 C 3.612 -1.981 2.004  -1.7212
40 C 4.592 0.296 1.874  -1.9367
41 P 1.831 0.047 2.070  0.8111
42 C 0.714 -0.758 3.300  -0.3628
43 C 0.677 -0.539 4.681  -0.3271
44 C -0.251 -1.184 5.485  -0.9052
45 C -1.163 -2.076 4.931  -0.6929
46 C -1.138 -2.316 3.567  -0.4731
47 C -0.209 -1.659 2.769  -0.0948
48 C 1.653 1.891 2.392  1.9546
49 C 2.187 2.487 3.695  -1.8000
50 C 0.143 2.158 2.299  -1.9708
51 C 2.334 2.612 1.217  -1.7344
52 H 4.891 -0.965 4.199  0.5332
53 H 3.217 -1.361 4.584  0.3909
54 H 3.751 0.325 4.584  0.2490
55 H 4.562 -2.442 2.295  0.5527
56 H 3.564 -1.954 0.913  0.2295
57 H 2.802 -2.615 2.380  0.3486
58 H 5.564 -0.205 1.946  0.5477
59 H 4.697 1.280 2.337  0.3009
60 H 4.357 0.430 0.815  0.2843
61 H 1.382 0.137 5.142  0.3174
62 H -0.262 -0.993 6.551  0.4154
63 H -1.887 -2.577 5.563  0.3915
64 H -1.840 -3.009 3.117  0.4771
65 H -0.199 -1.843 1.704  0.6498
66 H 1.677 2.097 4.576  0.2878
67 H 2.020 3.570 3.682  0.5316
68 H 3.260 2.329 3.812  0.2550
69 H -0.397 1.748 3.153  0.3322
70 H -0.279 1.725 1.387  0.2170
71 H -0.031 3.239 2.266  0.5584
72 H 3.422 2.570 1.285  0.2910
73 H 2.045 3.669 1.240  0.5274
74 H 2.039 2.189 0.255  0.0339
75 O -0.831 -2.874 -3.393  -0.4904
76 C -0.306 -1.932 -3.951  -0.2165
77 O 0.136 -0.832 -3.403  -0.3205
78 H -0.181 -1.911 -5.042  0.3610

Cartesian forces (eV/Å) of the 3 atoms listed first:
Cr 0.16 0.09 0.92
Br -0.02 0.03 0.01
C 0.04 -0.04 -0.01


[2]
This record from OMol25 describes C32H36IrN5P2Se2 as an isolated structure. The level of theory is ωB97M-V/def2-TZVPD.

E   -193302.887 eV
Total charge   +3
Spin multiplicity   2
Relative energy (zero: lowest compared OMol25 entry of this formula, charge and spin)   0.029 eV
⟨S²⟩   0.75

Last column: Mulliken charge in e.
CARTESIAN COORDINATES (ANGSTROEM)
1 Ir -2.859 -0.314 -1.241  0.6853
2 Se 2.995 -2.113 1.885  0.0319
3 P 2.944 -1.114 -0.069  1.1419
4 C 3.792 -2.206 -1.180  0.7708
5 C 3.176 -3.388 -1.603  -0.4322
6 C 3.890 -4.276 -2.384  -0.7462
7 C 5.206 -3.988 -2.735  -0.4833
8 C 5.815 -2.814 -2.311  -0.7798
9 C 5.112 -1.914 -1.528  -0.4383
10 C 3.686 0.507 -0.006  0.2628
11 C 3.600 1.303 -1.154  -0.1519
12 C 4.202 2.549 -1.158  -0.7772
13 C 4.883 2.998 -0.030  -0.5334
14 C 4.968 2.205 1.106  -0.8371
15 C 4.370 0.953 1.124  -0.2812
16 C 1.249 -0.913 -0.659  0.2772
17 C 0.012 -0.626 -0.092  -0.1525
18 N -0.825 -0.466 -1.150  0.4386
19 N -0.158 -0.666 -2.278  -0.9759
20 N 1.087 -0.916 -2.003  -0.1972
21 P -0.706 -0.337 1.512  0.7073
22 Se -2.911 -0.573 1.082  -0.1451
23 C -0.359 1.326 2.037  0.8794
24 C 0.708 2.028 1.471  0.1683
25 C 1.008 3.298 1.941  -0.6676
26 C 0.249 3.861 2.958  -0.6664
27 C -0.820 3.163 3.513  -0.8602
28 C -1.129 1.894 3.057  -0.7848
29 C -0.292 -1.551 2.733  0.9006
30 C 0.297 -1.155 3.937  -0.2898
31 C 0.630 -2.122 4.873  -0.6959
32 C 0.371 -3.461 4.610  -0.5733
33 C -0.225 -3.851 3.412  -0.7409
34 C -0.564 -2.899 2.471  -0.8014
35 H 2.151 -3.609 -1.330  0.3137
36 H 3.427 -5.192 -2.724  0.4281
37 H 5.760 -4.686 -3.349  0.4319
38 H 6.837 -2.600 -2.592  0.4382
39 H 5.584 -0.999 -1.194  0.3994
40 H 3.089 0.942 -2.040  0.4997
41 H 4.158 3.165 -2.046  0.4529
42 H 5.362 3.968 -0.045  0.4466
43 H 5.512 2.553 1.973  0.4612
44 H 4.451 0.329 2.006  0.4107
45 H 1.303 1.601 0.674  0.2699
46 H 1.837 3.846 1.511  0.5101
47 H 0.488 4.851 3.322  0.4522
48 H -1.408 3.609 4.303  0.4719
49 H -1.962 1.353 3.493  0.5371
50 H 0.503 -0.112 4.138  0.4008
51 H 1.085 -1.830 5.809  0.4717
52 H 0.629 -4.210 5.347  0.4522
53 H -0.427 -4.896 3.223  0.4641
54 H -1.033 -3.199 1.540  0.3748
55 C -5.152 -0.924 -2.864  -0.9104
56 N -4.944 -0.329 -1.513  0.1033
57 C -5.756 -1.108 -0.541  -1.1857
58 C -5.376 1.096 -1.475  -0.6331
59 C -4.410 1.918 -2.287  -0.6606
60 N -2.995 1.620 -1.849  0.0506
61 C -2.587 2.568 -0.772  -1.1503
62 C -2.088 1.794 -3.024  -1.0025
63 H -6.185 -0.777 -3.188  0.3713
64 H -4.943 -1.990 -2.819  0.3463
65 H -4.490 -0.465 -3.602  0.3913
66 H -6.802 -1.101 -0.850  0.4226
67 H -5.680 -0.659 0.447  0.4425
68 H -5.399 -2.136 -0.510  0.3872
69 H -5.381 1.408 -0.430  0.4052
70 H -6.392 1.198 -1.865  0.4387
71 H -4.593 2.986 -2.169  0.3950
72 H -4.485 1.686 -3.348  0.4714
73 H -2.582 3.577 -1.185  0.4790
74 H -1.589 2.309 -0.425  0.3051
75 H -3.292 2.509 0.054  0.3562
76 H -2.301 2.758 -3.489  0.4356
77 H -2.271 1.003 -3.755  0.4185
78 H -1.054 1.752 -2.699  0.3832

Cartesian forces (eV/Å) of the 3 atoms listed first:
Ir 0.02 0.06 0.04
Se -0.02 -0.08 -0.10
P -0.06 0.04 0.12


Question: Among the records above, which one has the highest relative energy (zero: lowest compared OMol25 entry of this formula, charge and spin)?
Answer: C32H36Br3CrN2O3P